1.
ORCA calculation (wB97M-V/def2-TZVPD) on a single C2H6N4S molecule at a distorted geometry.

Cartesian coordinates (Å):
H  0.9675  2.5189  0.0067
N  0.0135  1.8916  -0.0627
C  0.5496  0.7739  -0.1439
N  1.8197  0.4260  0.0690
N  2.4349  -0.8334  0.1775
S  -0.2333  -0.8181  -0.2013
N  -1.9551  -0.7615  0.1321
C  -2.8238  0.2374  0.1761
H  2.6327  1.0943  0.4895
H  2.2358  -1.4045  -0.7584
H  1.8735  -1.4094  0.9258
H  -3.8723  -0.1167  0.2586
H  -2.6503  1.2807  -0.1064

LUMO energy = 0.73 eV
E_HOMO = -9.0789 eV
SMILES = [H]/N=C(\NN)SN=C
Kohn-Sham gap = 9.812 eV
total charge = 0

***

2.
ORCA calculation (wB97M-V/def2-TZVPD) on a single C2H6N4S molecule at a distorted geometry.

Cartesian coordinates (Å):
H  -2.0007  -1.5407  1.1474
N  -2.2970  -0.6389  0.8027
C  -1.4367  -0.0987  0.0548
N  -1.5942  1.1986  -0.4021
S  0.0758  -0.9192  -0.4990
C  1.4564  0.0951  0.0959
N  1.2410  1.4304  0.2455
N  2.6003  -0.4182  0.2613
H  2.6313  -1.4162  0.0767
H  -1.3098  1.3851  -1.3404
H  -2.5243  1.5921  -0.2283
H  0.2639  1.8025  0.3339
H  1.9574  1.9027  0.7381

LUMO energy = 0.71 eV
E_HOMO = -9.2850 eV
SMILES = [H]/N=C(/N)S/C(N)=N\[H]
Kohn-Sham gap = 9.995 eV
total charge = 0

***

3.
ORCA calculation (wB97M-V/def2-TZVPD) on a single C2H6N4S molecule at a distorted geometry.

Cartesian coordinates (Å):
C  0.5476  0.0004  -0.0768
C  1.8291  -2.0864  -1.6615
N  -0.1137  0.7502  0.6386
N  -1.1871  0.5166  1.3354
N  -1.9451  2.6211  0.8964
N  -1.9297  1.5578  1.5402
S  0.1562  -1.6253  -0.8604
H  1.5071  0.3631  -0.4236
H  1.8788  -3.1487  -2.0265
H  2.4250  -2.0069  -0.6946
H  2.0887  -1.2430  -2.3337
H  -2.7260  3.0668  1.3324
H  -2.5309  1.2342  2.3340

LUMO energy (spin up / spin down) = 0.91 / -1.35 eV
E_HOMO (spin up / spin down) = -5.9112 / -8.8800 eV
Kohn-Sham gap (spin up / spin down) = 6.817 / 7.533 eV
⟨S²⟩ = 2.0148
2S+1 = 3
total charge = 0

***

4.
ORCA calculation (wB97M-V/def2-TZVPD) on a single C2H6N4S molecule at a distorted geometry.

Cartesian coordinates (Å):
C  -2.3463  0.1320  0.0367
C  -0.8900  0.4909  -0.0050
N  3.3966  -0.9612  -0.2256
N  0.1408  -0.4769  0.2160
N  1.3472  -0.0109  0.2671
N  2.1950  -1.1244  -0.0231
S  1.8431  1.6239  0.1517
H  -2.9388  0.5708  -0.6448
H  -2.5935  -0.9499  -0.0655
H  -2.8140  0.3416  0.9942
H  -0.6156  1.2068  0.7587
H  -0.6401  1.0363  -0.9203
H  3.9155  -1.8790  -0.5401

LUMO energy (spin up / spin down) = 0.66 / -2.96 eV
E_HOMO (spin up / spin down) = -7.2286 / -9.3966 eV
Kohn-Sham gap (spin up / spin down) = 7.888 / 6.436 eV
⟨S²⟩ = 2.0107
2S+1 = 3
total charge = 0

***

5.
ORCA calculation (wB97M-V/def2-TZVPD) on an isolated ion of composition C2H6N5OS and charge +1 at a distorted geometry.

Cartesian coordinates (Å):
N  -0.4086  -0.6075  -2.2339
C  0.1737  -0.6934  -1.0406
O  1.2035  -1.4717  -1.0046
N  -0.2111  0.0099  0.0306
N  0.2045  -0.2548  1.2989
N  -0.4023  0.3679  2.2575
N  1.8544  0.2383  1.2171
C  2.8596  -0.1361  1.8155
S  4.1955  -0.5419  2.4768
H  -1.3508  -0.2554  -2.2997
H  0.2019  -0.8193  -3.0837
H  1.6505  -1.1825  -0.1662
H  -0.8920  0.7866  -0.0760
H  -0.3067  1.4351  2.5520
H  -0.2591  -0.0216  3.1785

LUMO energy (spin up / spin down) = -4.66 / -4.66 eV
E_HOMO (spin up / spin down) = -12.8674 / -12.8679 eV
SMILES = N/C(O)=[NH+]/N(N)N=C=S
Kohn-Sham gap (spin up / spin down) = 8.212 / 8.213 eV
total charge = +1

***

6.
ORCA calculation (wB97M-V/def2-TZVPD) on C2H6N5S as an isolated structure at a distorted geometry.

Cartesian coordinates (Å):
C  -0.4338  1.1401  0.1491
C  0.5824  -0.9681  0.0549
N  -3.1342  -0.3561  -0.8074
N  0.6514  0.4110  -0.1799
N  -0.6350  -1.3773  0.3206
N  -0.3671  2.4246  0.1009
N  1.6924  -1.5966  -0.0576
S  -2.3787  -0.2432  0.3921
H  1.5035  0.6954  -0.6094
H  -0.9580  -2.1961  0.9140
H  -1.2599  2.8752  0.1716
H  0.4531  3.1426  0.0294
H  2.6066  -1.3710  -0.5032
H  1.6771  -2.5804  0.0251

LUMO energy = -3.72 eV
E_HOMO = -13.3074 eV
Kohn-Sham gap = 9.592 eV
total charge = +1

***

7.
ORCA calculation (wB97M-V/def2-TZVPD) on C2H6N6 as an isolated structure at a distorted geometry.

Cartesian coordinates (Å):
C  -0.2619  -0.8097  -0.8210
C  0.3504  -0.2216  1.0268
H  -0.4302  -1.2286  -2.8659
H  -1.0710  -2.5830  -1.4464
H  0.8170  -0.6386  3.1399
H  -0.9792  1.7153  1.1842
H  0.6317  2.5835  1.3330
H  0.1115  0.6833  -2.0539
N  -0.0840  -1.7367  -2.0083
N  -0.3385  -1.2612  0.4554
N  0.9000  0.0667  2.2488
N  0.6438  0.9466  0.1527
N  -0.0643  2.0625  0.7126
N  -0.2253  0.4214  -1.0579

LUMO energy = 0.03 eV
E_HOMO = -8.5037 eV
Kohn-Sham gap = 8.533 eV
total charge = 0

***

8.
ORCA calculation (wB97M-V/def2-TZVPD) on a single C2H6N6 molecule at a distorted geometry.

Cartesian coordinates (Å):
N  -1.7888  -1.9090  0.2501
C  -0.9135  -1.0593  0.1307
N  0.2461  -1.1595  -0.7383
N  0.3814  0.1526  -1.3683
C  0.9249  0.8977  -0.3260
N  1.7476  1.8792  -0.5172
N  0.5264  0.4757  1.0299
N  -1.0227  0.2465  0.6352
H  -2.2528  -1.7574  1.1312
H  -0.0764  -1.8564  -1.4530
H  0.9622  0.1621  -2.1308
H  2.1729  2.3179  0.3431
H  0.5971  1.4630  1.4263
H  -1.5045  0.1468  1.5871

LUMO energy = 0.75 eV
E_HOMO = -8.9449 eV
SMILES = N=C1NNC(=N)NN1
Kohn-Sham gap = 9.699 eV
total charge = 0

***

9.
ORCA calculation (wB97M-V/def2-TZVPD) on a 2-piece molecular cluster, C2H6N6O2S overall at a distorted geometry.

Cartesian coordinates (Å):
C  2.0516  0.1992  1.3217
C  0.6055  -0.9163  0.0698
N  1.5873  0.0126  0.0669
N  1.4641  -0.5361  2.1774
N  0.5096  -1.2212  1.4472
N  -0.3463  1.5039  -1.6808
N  0.0204  -1.3873  -0.9457
N  -1.0838  0.5272  -1.6968
O  -2.2357  -0.3450  0.8111
O  -2.2864  1.9181  0.1191
S  -2.6182  0.5670  -0.2449
H  2.9329  0.8998  1.4610
H  -0.2620  -1.7199  1.9136
H  1.7494  0.7466  -0.6671
H  -0.3818  2.0474  -0.8501
H  -0.6748  -2.2134  -0.6685
H  -1.0318  -0.0825  -2.6339

LUMO energy = -0.22 eV
E_HOMO = -8.5066 eV
Kohn-Sham gap = 8.288 eV
total charge = 0

***

10.
ORCA calculation (wB97M-V/def2-TZVPD) on an isolated ion of composition C2H6NO and charge -1 at a distorted geometry.

Cartesian coordinates (Å):
C  -1.3402  0.1847  0.7116
N  -0.3593  0.8288  -0.1680
C  0.9733  0.0298  -0.1378
O  0.9255  -1.1942  -0.5756
H  -0.8178  -0.0710  1.6393
H  -1.9579  -0.6484  0.3310
H  -2.1497  0.8670  1.0185
H  -0.8658  0.8112  -1.0404
H  1.1973  0.1433  0.9873
H  1.6974  0.6961  -0.6661

LUMO energy = 4.72 eV
E_HOMO = -2.3013 eV
SMILES = CNC[O-]
Kohn-Sham gap = 7.018 eV
total charge = -1

***

11.
ORCA calculation (wB97M-V/def2-TZVPD) on an isolated ion of composition C2H6NO and charge -1.

Cartesian coordinates (Å):
C  -0.2029  0.5947  1.0558
N  0.4853  0.4826  -0.2111
C  0.2281  -0.8122  -0.9466
O  -0.6692  -0.7188  -1.9175
H  -1.1007  -0.0460  1.1030
H  -0.4996  1.6305  1.2383
H  0.4406  0.3015  1.8992
H  0.1278  1.2067  -0.8227
H  -0.0531  -1.5052  -0.1128
H  1.2437  -1.1338  -1.2856

LUMO energy = 4.63 eV
E_HOMO = -2.1814 eV
SMILES = CNC[O-]
Kohn-Sham gap = 6.809 eV
total charge = -1

***

12.
ORCA calculation (wB97M-V/def2-TZVPD) on a 2-piece molecular cluster, C2H6NO2 overall at a distorted geometry.

Cartesian coordinates (Å):
C  -2.3291  1.7009  1.0059
O  -1.4471  1.5893  -0.1280
H  -2.9351  0.7326  1.3063
H  -1.8585  2.1350  1.9734
H  -3.0474  2.4403  0.6532
C  1.3257  -1.3836  -0.7029
N  0.6430  -0.3958  -0.0312
O  2.4045  -2.0561  -0.3985
H  1.1666  -1.4069  -1.8449
H  -0.5459  1.1338  -0.4084
H  1.0806  -0.4333  0.9323

LUMO energy = 3.91 eV
E_HOMO = -3.6621 eV
Kohn-Sham gap = 7.576 eV
total charge = -1

***

Summary of ΔE to the lowest compared entry with this formula, charge and spin in kJ/mol
394.0; 2.4; 160.5; 153.2; 108.8; 223.4; 417.3; 193.1; 72.4; 37.0; 22.6; 251.8
(order as listed above)